No. 1
An isolated ion of composition C6H8N2 and charge +2 at a distorted geometry, computed with wB97M-V/def2-TZVPD.

The value obtained for the HOMO-LUMO gap is 8.70 eV. The total charge is +2. Its spin multiplicity is 1. The calculation puts the relative energy (zero: lowest compared OMol25 entry of this formula, charge and spin) at 96.9 kcal/mol.

Geometry as XYZ:
```
16
Properties=species:S:1:pos:R:3:mulliken_charge:R:1
N 0.2885 0.0289 1.7075 0.1227
N 0.9670 -1.9311 0.1262 -0.0729
C 0.7128 -1.1429 1.1121 0.6497
C 0.5405 -1.7878 -1.1920 -0.7523
C -0.0764 1.2797 1.6545 0.5029
C 0.9344 -0.8390 2.5727 0.0131
C 1.4583 -1.3165 3.6360 -0.2063
C -0.7600 1.9904 0.5799 -1.1511
H -0.2731 -1.0457 -1.6067 0.3138
H 0.0935 -2.7246 -1.6680 0.3196
H -1.2507 2.9240 0.9872 0.3518
H -0.2025 2.3889 -0.1969 0.3829
H 0.1156 1.7661 2.6489 0.4309
H -1.5648 1.3419 0.0077 0.3490
H 1.5238 -1.6000 -1.6908 0.3877
H 1.4349 -2.8529 0.2724 0.3585
```

***

No. 2
A 3-piece molecular cluster, C6H8N2O overall at a distorted geometry, computed with wB97M-V/def2-TZVPD.

The value obtained for the HOMO-LUMO gap is 9.29 eV. Its spin multiplicity is 1. The calculation puts the relative energy (zero: lowest compared OMol25 entry of this formula, charge and spin) at 197.5 kcal/mol.

Geometry as XYZ:
```
17
Properties=species:S:1:pos:R:3:mulliken_charge:R:1
O -2.4388 -0.3489 1.2134 -0.5894
N 2.1789 0.5080 1.8003 -0.4308
N 0.3546 -0.5248 -0.5858 -0.0002
C -0.8612 0.2463 -0.4749 -0.1409
C 1.7995 -0.3809 -0.6033 -0.3038
C -1.3647 -0.6291 0.5761 0.5530
C -0.9258 1.8209 -0.0437 -0.8727
C -0.2631 -1.6828 0.2299 -0.5091
C 2.0707 0.2207 0.6891 0.2846
H -1.5854 0.1269 -1.4331 0.2170
H 0.3414 -2.0314 1.2369 0.2790
H 2.2370 0.1243 -1.5648 0.2713
H -1.0234 3.0450 -1.1122 0.2373
H 0.1914 1.9424 0.6081 0.2175
H -0.7782 -2.7227 -0.1969 0.2628
H 2.3747 -1.3729 -0.6983 0.2677
H -2.3075 1.6589 0.3591 0.2565
```

***

No. 3
One molecule with the formula C6H8N2O at a distorted geometry, computed with wB97M-V/def2-TZVPD.

As for the SMILES: CC(=O)c1nccn1C. The value obtained for the HOMO-LUMO gap is 9.48 eV. Its spin multiplicity is 1. The calculation puts the relative energy (zero: lowest compared OMol25 entry of this formula, charge and spin) at 68.3 kcal/mol.

Geometry as XYZ:
```
17
Properties=species:S:1:pos:R:3:mulliken_charge:R:1
O 2.0347 -0.8278 -1.4271 -0.4778
N -0.6866 -1.8323 -0.1607 -0.6234
N -0.8665 0.3608 -0.3484 0.1265
C -2.1131 -0.1162 -0.1813 -0.3924
C 1.5656 -0.6327 -0.3714 0.4575
C -0.3872 1.7586 -0.3983 -0.9476
C -2.0736 -1.4728 -0.1039 -0.4174
C 2.1668 -0.3163 0.8818 -1.5270
C -0.0431 -0.7728 -0.3351 0.6294
H -0.4464 2.3717 0.6243 0.2239
H 0.6530 1.8206 -0.7918 0.3370
H 3.1896 -0.4080 0.5989 0.3518
H -2.9246 -2.2746 0.1126 0.2762
H -1.0458 2.2288 -0.9899 0.4734
H 1.7156 0.4808 1.2502 0.4147
H 2.1479 -0.8356 1.6715 0.5469
H -2.8864 0.4677 -0.0315 0.5483
```